The following is a quantum chemistry calculation of a structure of composition C34H32N4O10Y in a non-equilibrium geometry, from the OMol25 dataset.

## Properties
LUMO energy: 1.6 eV
F_max: 4.53 eV/A
Total charge: -1
Energy relative to the best compared isomer or geometry (same formula, charge and spin): 0.0 kcal/mol
E_HOMO: -4.24 eV

Positions of all 81 atoms, in Å:
Y: 14.992560 -10.551868 6.405185
O: 15.808076 -9.164291 8.285047
C: 16.992646 -8.319718 8.287258
C: 17.259197 -7.859932 6.847993
N: 16.973419 -8.909128 5.809951
C: 18.100038 -9.744603 5.500259
C: 18.154190 -11.001084 6.416576
O: 19.242971 -11.497057 6.681888
O: 17.011098 -11.438179 6.836083
C: 16.399890 -8.229077 4.622990
C: 14.953814 -7.774464 4.947899
O: 14.518838 -6.745965 4.456751
O: 14.329639 -8.530647 5.825223
H: 15.205079 -9.079534 9.046166
H: 16.823378 -7.410753 8.890780
H: 17.819280 -8.905187 8.738400
H: 16.583554 -7.022966 6.661160
H: 18.290408 -7.475311 6.743555
H: 17.963687 -10.079001 4.462801
H: 19.043792 -9.180300 5.564582
H: 16.952978 -7.360796 4.265728
H: 16.328810 -8.972892 3.809301
O: 14.812003 -11.934711 10.538490
C: 13.640243 -12.449073 10.851720
C: 13.471627 -13.017009 12.141944
C: 12.365933 -13.778118 12.479465
C: 11.375955 -13.883239 11.507849
C: 11.420744 -13.301336 10.246278
C: 12.592070 -12.551697 9.873655
C: 12.877462 -11.909510 8.546026
O: 14.035797 -11.252533 8.441938
N: 12.097225 -12.128510 7.495003
N: 12.520186 -11.557770 6.363731
C: 11.743392 -11.779992 5.296182
C: 12.076859 -11.552072 3.975672
C: 11.062916 -11.906979 3.052451
C: 11.271518 -11.741372 1.697447
C: 12.466627 -11.208737 1.220678
C: 13.495908 -10.862403 2.092140
C: 13.374364 -11.026516 3.495495
O: 14.358505 -10.778205 4.263115
H: 14.603507 -11.523944 9.520450
H: 14.249771 -12.847299 12.886420
H: 12.237378 -14.249037 13.455996
H: 10.462037 -14.459947 11.748971
H: 10.533323 -13.413657 9.606110
H: 10.744673 -12.197896 5.497806
H: 10.095992 -12.278670 3.415394
H: 10.451704 -11.932596 0.988151
H: 12.597005 -11.014354 0.150389
H: 14.447784 -10.483861 1.745977
C: 19.847787 -14.541943 6.753655
O: 18.610706 -14.628963 7.480317
C: 18.616870 -15.293610 8.659573
C: 19.637573 -16.126906 9.120257
C: 19.660771 -16.577938 10.412323
C: 18.679140 -16.167786 11.311977
C: 17.600623 -15.411865 10.886218
C: 17.493584 -15.097877 9.512279
N: 16.383644 -14.326339 9.155753
C: 15.799142 -14.001693 7.984208
C: 15.455539 -14.877239 6.952418
C: 15.534830 -16.292198 6.970561
C: 15.433088 -17.030448 5.797426
C: 15.174344 -16.402392 4.564044
C: 14.937843 -15.043056 4.534037
C: 15.076762 -14.202451 5.687003
O: 14.827817 -12.956534 5.653084
H: 19.615814 -13.863498 5.908924
H: 20.208195 -15.523775 6.436561
H: 20.614283 -14.030216 7.352278
H: 20.432033 -16.396625 8.430244
H: 20.439903 -17.249517 10.760254
H: 18.735627 -16.453027 12.363218
H: 16.847204 -15.054711 11.609997
H: 16.153608 -13.695311 9.932569
H: 15.648456 -12.946303 7.809377
H: 15.689114 -16.818551 7.919709
H: 15.473113 -18.116651 5.848589
H: 15.142443 -17.018965 3.651981
H: 14.568901 -14.579347 3.611815

Cartesian forces, eV/Å:
-1.236 -0.827 -0.669
0.093 0.388 0.241
-0.287 -0.495 0.317
-0.414 -0.650 -0.219
-0.559 1.483 0.088
0.469 -0.433 0.045
0.000 -0.184 0.358
-0.045 0.168 -0.215
0.547 0.471 -0.445
-0.731 -0.653 0.014
-0.712 -0.385 1.305
0.170 -0.185 -0.181
0.722 1.102 -0.987
0.704 0.206 -0.329
0.046 -0.441 -0.087
-0.347 0.284 -0.365
0.002 -0.129 -0.100
-0.234 -0.219 0.095
0.247 -0.174 0.254
-0.023 -0.345 -0.046
0.272 0.044 0.091
0.013 0.308 0.272
0.611 0.585 -0.154
-1.240 -1.226 0.229
0.249 0.019 0.286
0.150 0.699 -0.803
-1.686 -0.886 -0.081
1.142 0.853 0.034
-0.188 -0.234 0.492
-1.355 -1.175 -1.876
-0.372 0.459 -0.530
-0.266 -0.072 3.357
0.162 0.420 -3.156
0.906 0.012 4.441
0.762 0.672 -2.296
0.608 0.448 -0.313
-1.118 -0.055 -0.531
0.862 0.490 0.291
-0.559 -0.353 -0.249
-1.164 -0.833 0.206
0.211 0.450 0.084
0.533 -0.118 0.728
0.053 -0.046 -0.329
0.158 0.218 -0.298
0.584 0.345 -0.123
0.799 0.193 0.031
0.413 -0.123 0.047
0.484 0.119 -0.062
0.451 -0.067 0.368
-0.062 -0.196 0.356
-0.016 0.085 -0.160
-0.419 0.841 -0.115
0.235 -0.583 0.014
-0.854 0.059 0.431
0.250 0.313 -1.107
-0.278 -0.277 1.026
0.021 -0.148 0.481
0.076 -0.272 -0.750
0.571 -0.096 0.548
-0.409 1.150 0.753
0.284 -1.286 -0.658
0.514 1.176 -0.412
0.342 -1.143 -0.725
0.126 -0.094 1.856
-0.211 1.238 -0.206
-0.197 -0.804 -1.241
-0.588 1.381 1.139
0.711 -1.661 -0.059
0.189 -0.654 0.440
-0.152 0.061 -0.117
-0.194 -0.216 0.027
-0.034 0.091 0.174
0.021 0.162 -0.143
0.076 0.047 -0.279
0.289 -0.322 -0.623
-0.031 0.242 -0.708
-0.459 -0.162 0.355
0.015 0.260 -0.325
0.103 0.199 0.009
-0.195 0.477 0.439
0.393 0.005 0.353